Computed, not measured: a single C20H31N5O4 molecule, with ωB97M-V/def2-TZVPD.

Calculated values
SMILES string: CC(C)Cn1[nH]c(CC(=O)N2CC(CN(C)C(=O)CC(=O)NC3CC3)C2)cc1=O
E_tot: -1355.436590 Ha
Total charge: 0
Orbital gap: 9.2 eV
Relative energy (zero: lowest compared OMol25 entry of this formula, charge and spin): 127.10 kJ/mol
Spin multiplicity: 1

Last column: natural (NBO) charge in e.
CARTESIAN COORDINATES (ANGSTROEM)
1 C -1.24 -2.36 -0.17  -0.62
2 C -1.55 -1.79 -1.55  -0.23
3 C -0.52 -0.73 -1.95  -0.61
4 C -2.99 -1.27 -1.68  -0.22
5 N -3.24 0.04 -1.13  -0.27
6 N -3.14 0.27 0.25  -0.41
7 C -3.09 1.64 0.41  0.23
8 C -3.14 2.22 1.79  -0.55
9 C -2.23 3.45 1.81  0.70
10 O -2.65 4.56 1.58  -0.61
11 N -0.92 3.19 2.05  -0.44
12 C -0.18 1.93 1.88  -0.20
13 C 0.96 2.72 1.20  -0.24
14 C 1.11 2.49 -0.29  -0.21
15 N 2.14 1.53 -0.71  -0.43
16 C 2.82 1.83 -1.96  -0.41
17 C 2.18 0.30 -0.14  0.71
18 O 1.47 0.02 0.82  -0.67
19 C 3.17 -0.68 -0.75  -0.60
20 C 3.26 -2.12 -0.24  0.68
21 O 4.02 -2.88 -0.81  -0.63
22 N 2.49 -2.48 0.81  -0.63
23 C 2.58 -3.79 1.37  -0.06
24 C 1.34 -4.35 2.00  -0.43
25 C 1.85 -4.92 0.70  -0.41
26 C 0.17 4.02 1.52  -0.20
27 C -2.97 2.25 -0.78  -0.40
28 C -3.02 1.23 -1.82  0.61
29 O -2.89 1.30 -3.03  -0.65
30 H -1.24 -1.58 0.59  0.21
31 H -1.96 -3.13 0.11  0.20
32 H -0.25 -2.82 -0.17  0.21
33 H -1.48 -2.62 -2.27  0.20
34 H -0.51 0.08 -1.22  0.19
35 H 0.47 -1.17 -1.98  0.20
36 H -0.75 -0.30 -2.93  0.23
37 H -3.24 -1.16 -2.74  0.24
38 H -3.69 -1.98 -1.24  0.20
39 H -3.84 -0.23 0.78  0.39
40 H -4.15 2.56 2.03  0.26
41 H -2.82 1.48 2.52  0.23
42 H 0.08 1.46 2.83  0.21
43 H -0.67 1.19 1.24  0.22
44 H 1.92 2.64 1.71  0.22
45 H 0.14 2.22 -0.72  0.21
46 H 1.40 3.44 -0.75  0.21
47 H 3.80 1.38 -2.00  0.22
48 H 2.24 1.50 -2.83  0.20
49 H 2.95 2.91 -2.04  0.21
50 H 3.00 -0.76 -1.82  0.25
51 H 4.18 -0.28 -0.65  0.26
52 H 1.92 -1.75 1.23  0.44
53 H 3.53 -4.03 1.83  0.21
54 H 1.45 -4.94 2.90  0.22
55 H 0.45 -3.74 1.96  0.22
56 H 1.32 -4.67 -0.21  0.22
57 H 2.32 -5.89 0.71  0.22
58 H -0.14 4.61 0.66  0.21
59 H 0.62 4.67 2.27  0.20
60 H -2.85 3.31 -0.96  0.25

Computed, not measured: 3 unconnected molecules or ions with the total composition C20H31N5O5S, with ωB97M-V/def2-TZVPD.

Calculated values
SMILES string: CCSC[C@H](N)[C@H](N)OCCNC.O=[N+]([O-])c1ccccc1.O=[N+]([O-])c1ccccc1
E_tot: -1828.653834 Ha
Total charge: 0
Orbital gap: 7.5 eV
Spin multiplicity: 1

Last column: natural (NBO) charge in e.
CARTESIAN COORDINATES (ANGSTROEM)
1 C -0.61 0.88 5.29  -0.62
2 C -1.83 -0.03 5.15  -0.55
3 S -1.50 -1.70 4.57  0.20
4 C -0.71 -1.35 2.97  -0.55
5 C -1.52 -0.42 2.06  -0.10
6 N -2.83 -0.98 1.70  -0.85
7 C -0.73 -0.08 0.79  0.26
8 N 0.53 0.58 1.13  -0.87
9 O -1.47 0.70 -0.10  -0.54
10 C -2.13 1.85 0.38  -0.07
11 C -1.24 3.08 0.52  -0.26
12 N -0.91 3.40 1.90  -0.63
13 C 0.38 4.04 2.10  -0.41
14 H -0.15 0.76 6.27  0.21
15 H 0.14 0.68 4.53  0.22
16 H -0.92 1.93 5.18  0.21
17 H -2.61 0.43 4.53  0.21
18 H -2.29 -0.19 6.13  0.23
19 H 0.30 -0.99 3.13  0.22
20 H -0.65 -2.34 2.50  0.22
21 H -1.70 0.51 2.59  0.20
22 H -3.07 -1.75 2.31  0.37
23 H -2.82 -1.32 0.74  0.36
24 H -0.56 -1.02 0.23  0.14
25 H 0.89 0.97 0.26  0.37
26 H 1.21 -0.13 1.38  0.37
27 H -2.93 2.03 -0.35  0.18
28 H -2.61 1.66 1.34  0.19
29 H -1.73 3.93 0.02  0.16
30 H -0.31 2.87 -0.01  0.21
31 H -1.65 3.94 2.32  0.35
32 H 1.14 3.29 2.34  0.20
33 H 0.32 4.73 2.94  0.19
34 H 0.73 4.60 1.23  0.17
35 C 2.74 -4.10 -2.74  -0.18
36 C 2.87 -4.96 -1.66  -0.21
37 C 2.96 -4.45 -0.37  -0.21
38 C 2.94 -3.08 -0.21  0.08
39 C 2.82 -2.20 -1.27  -0.22
40 C 2.70 -2.72 -2.54  -0.20
41 N 2.98 -2.52 1.16  0.52
42 O 2.92 -3.30 2.08  -0.36
43 O 3.04 -1.31 1.27  -0.40
44 H 2.65 -4.50 -3.74  0.22
45 H 2.89 -6.03 -1.81  0.22
46 H 3.04 -5.10 0.49  0.25
47 H 2.80 -1.14 -1.10  0.26
48 H 2.58 -2.05 -3.38  0.23
49 C -1.74 0.82 -5.96  -0.18
50 C -0.57 0.09 -6.07  -0.21
51 C 0.39 0.16 -5.08  -0.21
52 C 0.15 0.97 -3.98  0.08
53 C -1.01 1.71 -3.85  -0.20
54 C -1.96 1.63 -4.85  -0.21
55 N 1.16 1.05 -2.92  0.53
56 O 2.16 0.38 -3.02  -0.40
57 O 0.93 1.76 -1.97  -0.38
58 H -2.49 0.76 -6.73  0.22
59 H -0.40 -0.54 -6.93  0.22
60 H 1.32 -0.40 -5.15  0.24
61 H -1.16 2.33 -2.98  0.25
62 H -2.88 2.20 -4.76  0.22

Computed, not measured: a molecular structure, C20H31NO2 in a non-equilibrium geometry, with ωB97M-V/def2-TZVPD.

Calculated values
E_tot: -985.152072 Ha
Total charge: 0
Orbital gap: 8.9 eV
Relative energy (zero: lowest compared OMol25 entry of this formula, charge and spin): 2047.69 kJ/mol
Spin multiplicity: 1

Last column: natural (NBO) charge in e.
CARTESIAN COORDINATES (ANGSTROEM)
1 C -0.01 6.65 -3.31  -0.33
2 C -0.16 5.79 -2.21  -0.12
3 C -1.07 4.57 -2.12  -0.42
4 C -0.31 3.45 -1.92  -0.18
5 C -0.08 2.80 -2.97  -0.17
6 C 0.92 1.71 -2.84  -0.20
7 C 1.42 1.36 -1.53  0.25
8 C 0.80 1.93 -0.59  0.23
9 C 0.06 3.10 -0.77  -0.19
10 H -0.21 3.65 0.22  0.22
11 O 1.43 1.40 0.52  -0.47
12 C 0.93 2.18 1.68  -0.32
13 H -0.29 2.26 2.09  0.20
14 H 1.43 3.12 1.80  0.19
15 H 1.29 1.61 2.63  0.21
16 O 2.21 0.21 -1.34  -0.50
17 C 2.18 -0.86 -2.17  -0.09
18 C 0.95 -1.61 -2.50  -0.38
19 H 1.11 -2.80 -3.06  0.20
20 C 0.22 -1.88 -1.27  -0.46
21 H -0.30 -0.90 -0.94  0.21
22 H -0.61 -2.41 -1.58  0.20
23 C 1.00 -2.67 -0.24  -0.21
24 N 0.40 -2.80 1.07  -0.42
25 C -0.31 -1.77 1.57  -0.14
26 C -0.49 -2.09 3.26  -0.36
27 C -1.71 -2.92 3.43  -0.25
28 C -1.91 -3.55 4.61  -0.55
29 H -2.12 -2.46 5.35  0.16
30 H -1.02 -3.90 5.25  0.23
31 H -2.76 -4.21 4.65  0.22
32 C -1.38 -4.20 2.38  -0.39
33 C -0.86 -3.82 1.01  -0.22
34 H -0.66 -4.56 0.50  0.17
35 H -1.81 -3.27 0.57  0.15
36 H -0.28 -4.86 2.76  0.18
37 H -2.24 -4.98 2.34  0.22
38 H -2.27 -2.52 2.95  0.17
39 H 0.44 -2.45 3.66  0.21
40 H -0.59 -1.06 3.67  0.19
41 H 0.79 -0.95 1.91  0.12
42 H -0.78 -1.05 1.30  0.16
43 H 1.26 -3.48 -0.56  0.17
44 H 1.76 -1.90 0.15  0.21
45 H 0.23 -1.09 -3.39  0.21
46 H 2.90 -1.69 -1.78  0.20
47 H 2.58 -0.55 -3.14  0.16
48 H 1.16 1.02 -3.58  0.20
49 H -0.23 2.97 -4.14  0.23
50 H -1.63 4.75 -3.10  0.23
51 H -1.72 4.86 -1.29  0.22
52 H 0.51 6.03 -1.51  0.17
53 H 0.53 7.30 -3.43  0.13
54 H -0.69 6.53 -4.07  0.16

Computed, not measured: a single C20H31NO3S molecule, with ωB97M-V/def2-TZVPD.

Calculated values
SMILES string: CCOC(=O)C1(CCOc2ccccc2)CCN([C@H](C)CSC)CC1
E_tot: -1459.365994 Ha
Total charge: 0
Orbital gap: 9.2 eV
Relative energy (zero: lowest compared OMol25 entry of this formula, charge and spin): 0.00 kJ/mol
Spin multiplicity: 1

Last column: natural (NBO) charge in e.
CARTESIAN COORDINATES (ANGSTROEM)
1 C 1.53 0.87 -4.50  -0.64
2 C 0.26 1.54 -3.99  -0.07
3 H 0.44 2.60 -3.80  0.20
4 H -0.56 1.42 -4.71  0.19
5 O -0.20 0.92 -2.79  -0.52
6 C 0.37 1.31 -1.65  0.82
7 O 1.21 2.16 -1.58  -0.62
8 C -0.24 0.58 -0.45  -0.15
9 C 0.63 0.81 0.79  -0.40
10 H 0.82 1.87 0.93  0.22
11 C 1.98 0.10 0.67  -0.22
12 N 1.79 -1.32 0.44  -0.46
13 C 1.10 -1.52 -0.82  -0.23
14 C -0.30 -0.93 -0.73  -0.38
15 H -0.85 -1.12 -1.65  0.22
16 H -0.83 -1.41 0.10  0.21
17 H 1.02 -2.59 -1.02  0.21
18 H 1.63 -1.05 -1.67  0.16
19 C 2.99 -2.12 0.64  -0.04
20 C 2.57 -3.57 0.91  -0.52
21 H 2.35 -4.11 -0.01  0.20
22 H 1.70 -3.58 1.57  0.22
23 S 3.92 -4.47 1.75  0.17
24 C 3.05 -6.04 2.04  -0.73
25 H 2.76 -6.47 1.09  0.21
26 H 3.75 -6.69 2.55  0.23
27 H 2.18 -5.86 2.66  0.21
28 C 4.02 -2.06 -0.49  -0.64
29 H 3.63 -2.49 -1.41  0.20
30 H 4.91 -2.62 -0.20  0.23
31 H 4.31 -1.02 -0.68  0.21
32 H 3.45 -1.74 1.55  0.20
33 H 2.54 0.23 1.60  0.20
34 H 2.56 0.58 -0.15  0.18
35 H 0.11 0.41 1.66  0.21
36 C -1.67 1.12 -0.26  -0.40
37 C -1.74 2.64 -0.08  -0.07
38 O -3.08 3.09 -0.03  -0.49
39 C -3.81 2.92 1.11  0.30
40 C -5.15 3.32 1.02  -0.26
41 C -5.98 3.21 2.11  -0.19
42 C -5.51 2.71 3.31  -0.25
43 C -4.19 2.31 3.40  -0.20
44 C -3.34 2.42 2.31  -0.27
45 H -2.31 2.11 2.43  0.21
46 H -3.81 1.92 4.33  0.21
47 H -6.17 2.62 4.16  0.21
48 H -7.01 3.52 2.02  0.21
49 H -5.50 3.71 0.08  0.22
50 H -1.19 2.96 0.81  0.18
51 H -1.31 3.15 -0.94  0.20
52 H -2.12 0.63 0.60  0.22
53 H -2.26 0.86 -1.14  0.22
54 H 1.82 1.32 -5.45  0.22
55 H 1.37 -0.19 -4.64  0.21
56 H 2.34 1.02 -3.79  0.22